DFT (ωB97M-V/def2-TZVPD) results for C4H8N2O in the gas phase in a non-equilibrium geometry.

```
15
Properties=species:S:1:pos:R:3:forces:R:3
C -0.78837 -0.02634 1.93586 -0.17 -2.20 -3.51
C 0.72858 -0.76740 -1.26404 1.74 -2.21 -2.01
C 0.81581 1.16555 0.23147 0.85 0.79 -0.94
C -0.71056 -0.65165 0.58746 -0.42 -1.87 3.77
N -0.93368 0.71523 2.79665 -0.24 1.53 2.59
N 0.59022 -0.23801 0.05715 -1.39 1.47 -2.29
O -1.91203 -0.41031 -0.24559 1.54 -4.71 -0.40
H 0.97128 -1.86250 -1.30140 -0.76 0.58 0.87
H -0.22013 -0.68885 -1.83898 0.13 0.24 0.59
H 1.56352 -0.47223 -1.92660 -0.30 1.14 0.94
H 0.67545 1.50297 1.28123 0.15 -0.18 -1.05
H 1.75225 1.42336 -0.26428 0.40 0.04 0.51
H 0.07655 1.64554 -0.51094 0.19 -0.44 1.15
H -0.56083 -1.82335 0.66699 -1.00 1.82 -0.45
H -2.04806 0.48799 -0.20498 -0.71 4.01 0.24
```
Forces are in eV/Å.

Results
Frontier orbital gap (alpha / beta) ... 3.86 / 7.32 eV
2S+1 ... 3
HOMO level (alpha / beta) ... -3.26 / -11.39 eV
Charge ... 0
Energy relative to the best compared isomer or geometry (same formula, charge and spin) ... 315.4 kJ/mol

***

DFT (ωB97M-V/def2-TZVPD) results for a 3-piece molecular cluster, C3H13NO2 overall in a non-equilibrium geometry.

```
19
Properties=species:S:1:pos:R:3:forces:R:3
C 1.78508 1.33774 -1.63818 0.50 0.68 0.67
C 1.89957 0.56417 -0.31770 1.32 0.28 -0.36
N 0.76531 -0.30677 -0.10849 -0.25 -0.09 0.48
C 0.93257 -1.24063 0.99837 -0.81 -0.87 0.53
H 0.74944 1.39109 -1.96569 0.08 -0.24 -0.37
H 2.50789 0.95848 -2.35782 -0.57 -0.37 -0.40
H 2.11900 2.37103 -1.51173 -0.16 0.04 0.20
H 2.08819 1.22342 0.53387 -0.78 0.12 0.08
H 2.87507 0.04479 -0.35576 -0.27 -0.47 -0.04
H 0.63466 -0.87424 -0.93675 -0.09 0.16 -0.18
H 1.33627 -0.80952 1.91167 0.50 0.38 -0.29
H -0.03502 -1.61280 1.35016 -0.13 0.09 -0.35
H 1.47263 -2.15506 0.72983 0.47 0.25 0.05
O -2.41435 0.21780 -0.98224 0.04 -0.02 -0.16
H -1.58170 0.35264 -0.51450 0.33 0.24 -0.43
H -3.08302 0.69961 -0.48771 -0.04 0.01 0.04
O -2.28429 -0.60661 1.76110 -0.10 0.03 0.32
H -1.85827 -0.21731 2.53122 0.01 0.00 -0.04
H -1.84524 -0.22219 0.99554 -0.04 -0.25 0.26
```
Forces are in eV/Å.

Results
Frontier orbital gap ... 10.16 eV
HOMO level ... -9.34 eV
Charge ... 0
Energy relative to the best compared isomer or geometry (same formula, charge and spin) ... 109.4 kJ/mol
Structure (SMILES) ... CCNC.O.O

***

DFT (ωB97M-V/def2-TZVPD) results for C15H17AlBrF14O4 as an isolated structure in a non-equilibrium geometry.

```
52
Properties=species:S:1:pos:R:3:forces:R:3
C 3.49629 -3.66017 0.48201 0.50 0.04 -1.10
C 3.84069 -2.06045 0.38228 0.21 0.26 0.25
C 3.37537 -1.17304 1.69020 1.26 -0.25 -0.33
C 3.87414 0.36915 1.41571 1.66 -1.77 0.83
O 2.94322 1.19048 0.62697 -2.15 1.19 3.75
C 1.99296 1.93159 1.46997 -1.26 0.65 -2.25
Br 2.69972 3.33960 2.74335 2.07 -0.79 -0.32
O 1.05372 1.20587 2.34500 -1.07 2.94 0.41
C 0.16475 2.32392 2.80601 -3.29 0.59 4.83
O -0.56985 2.34897 3.94919 5.55 -0.42 -8.70
O 0.23642 3.46050 1.82845 -1.55 -5.03 0.81
C 0.84318 2.82620 0.64819 1.84 2.28 -2.17
C 1.40811 4.11791 -0.24962 0.87 0.65 0.24
C 2.50865 3.68773 -1.38604 -0.57 -0.22 -1.33
F 3.89827 4.16308 -1.11161 -3.09 -1.06 -0.26
C -0.09203 2.06116 -0.45961 -0.30 -1.97 -0.08
C -1.68094 1.94822 -0.07259 -0.95 0.17 -0.58
C -2.33334 0.44138 -0.33507 2.09 0.62 -1.99
F -2.27350 0.25188 -1.83294 -0.10 0.18 4.41
F -1.47696 -0.62089 0.24065 -2.91 2.89 -1.46
C -3.92662 0.33732 0.07796 -1.74 1.78 -0.67
F -4.69006 0.60119 -1.19888 2.19 -1.15 4.48
F -4.36453 1.44628 1.00662 1.71 -3.40 -2.81
C -4.35199 -1.05958 0.81993 -1.55 -0.07 2.64
F -5.81406 -0.97144 1.18814 4.86 -0.23 -1.45
F -3.64106 -1.20366 2.14420 -2.11 0.71 -4.44
C -4.08631 -2.42458 -0.04403 -0.73 -4.28 -1.87
F -5.26342 -3.32911 0.23835 4.07 3.08 -0.90
F -2.88463 -3.19894 0.35438 -4.18 3.17 -1.28
F -4.05034 -2.24915 -1.51333 0.00 -0.18 5.60
H 2.89768 -3.96974 -0.50309 1.05 0.58 2.46
H 2.90444 -3.90386 1.46172 1.12 0.32 -2.01
H 4.51227 -4.28342 0.41695 -2.30 1.32 0.45
H 3.36287 -1.58992 -0.58149 0.91 -0.93 1.85
H 5.02341 -1.91906 0.30296 -2.58 -0.27 0.09
H 4.03489 -1.57041 2.60254 -1.53 0.92 -1.82
H 2.24636 -1.28122 1.97836 2.13 0.35 -0.72
H 4.87936 0.28046 0.77801 -2.38 0.42 1.24
H 4.18442 0.82000 2.44989 -0.94 -0.28 -2.07
H 1.90168 4.95317 0.41941 -0.93 -1.86 -1.17
H 0.49875 4.65735 -0.80371 1.88 -1.47 1.34
H 2.16922 4.17260 -2.42231 1.08 -0.83 2.33
H 2.52144 2.51339 -1.59168 0.33 2.61 0.81
H 0.35256 0.96586 -0.60435 -1.01 2.27 0.41
H -0.03637 2.55326 -1.54473 0.09 -0.87 2.72
H -2.25740 2.66888 -0.82979 1.02 -1.76 1.75
H -1.96112 2.32463 0.99931 0.72 -0.93 -1.96
F -3.43636 -5.60255 -5.70394 -0.20 1.08 1.84
Al -3.61406 -4.69867 -4.15635 -0.04 -0.05 -0.03
F -2.10323 -3.77706 -3.82254 -1.77 -1.06 -0.37
F -3.91757 -5.86039 -2.81409 0.37 1.41 -1.58
F -4.99910 -3.55472 -4.28493 1.66 -1.34 0.17
```
Forces are in eV/Å.

Results
Frontier orbital gap ... 9.46 eV
HOMO level ... -8.25 eV
Charge ... -1

***

DFT (ωB97M-V/def2-TZVPD) results for C2H2O2 in the gas phase.

```
6
Properties=species:S:1:pos:R:3:forces:R:3
O -0.77038 1.24655 -1.25208 -0.01 -0.47 0.63
C -0.75975 0.44598 -0.38002 -0.25 0.48 -0.61
C 0.90355 -0.92836 0.31575 -0.02 0.62 0.44
O 0.39037 0.28399 0.43454 0.25 -0.48 -0.19
H -1.58275 -0.21334 -0.06956 0.23 0.00 -0.06
H 1.81897 -0.83483 0.95137 -0.20 -0.15 -0.22
```
Forces are in eV/Å.

Results
Frontier orbital gap ... 9.51 eV
HOMO level ... -9.58 eV
Charge ... 0
Energy relative to the best compared isomer or geometry (same formula, charge and spin) ... 220.3 kJ/mol